A 7-piece molecular cluster, C21H21F7O21 overall at a distorted geometry, computed with ωB97M-V/def2-TZVPD.

```
70
Properties=species:S:1:pos:R:3:forces:R:3:nbo_charge:R:1
O 1.5125 -1.9989 7.2102 -0.229 -0.093 0.291 -0.534
C 1.7620 -1.2997 6.2972 0.253 -0.114 -0.397 0.965
O 2.8050 -1.4716 5.4461 0.004 0.154 -0.051 -0.477
C 2.6108 -0.5843 4.3418 -0.224 -0.315 -0.461 -0.133
C 1.8077 0.5188 4.9894 -0.016 0.332 -0.391 0.446
F 0.9818 1.1542 4.1090 -0.055 -0.253 0.025 -0.336
O 1.0367 -0.1978 5.9248 0.100 0.118 0.265 -0.507
H 3.5376 -0.3072 3.8501 0.229 0.109 0.474 0.221
H 2.0009 -1.0942 3.5864 -0.118 0.122 0.095 0.198
H 2.3907 1.2950 5.4882 0.030 -0.065 0.074 0.160
O -3.5935 -5.5953 -4.0806 -0.276 -0.222 0.004 -0.552
C -2.9746 -4.5976 -4.1895 0.312 0.164 0.107 0.969
O -1.8191 -4.3193 -3.5612 0.167 0.199 -0.328 -0.486
C -1.4361 -2.9440 -3.8563 -0.445 -1.148 0.791 -0.128
C -2.2524 -2.6826 -5.1097 0.466 -0.135 0.083 0.425
F -1.5228 -3.1156 -6.1945 0.014 0.217 -0.087 -0.346
O -3.3434 -3.5333 -4.9758 -0.151 0.116 -0.008 -0.492
H -1.7401 -2.4159 -2.9549 0.043 0.639 -0.387 0.209
H -0.3599 -2.9252 -3.9869 -0.003 0.143 -0.214 0.219
H -2.5609 -1.6596 -5.2966 -0.185 0.016 0.082 0.180
O 5.4763 -0.3858 -2.4753 0.168 -0.014 -0.137 -0.532
C 4.8140 0.5874 -2.4505 -0.299 -0.026 0.379 0.971
O 5.0110 1.7221 -3.1469 0.209 0.101 0.034 -0.474
C 4.0036 2.6741 -2.8488 -0.874 -0.069 -0.264 -0.134
C 3.0830 1.9656 -1.8553 0.756 -0.364 0.644 0.436
F 1.8368 1.7477 -2.3585 -0.142 0.097 -0.245 -0.348
O 3.7102 0.7277 -1.6347 -0.044 0.160 -0.257 -0.509
H 4.3847 3.6035 -2.4350 0.413 -0.114 -0.052 0.207
H 3.4440 2.8815 -3.7626 0.065 0.126 0.035 0.214
H 2.9863 2.4441 -0.8823 -0.277 0.174 -0.144 0.170
O -1.7413 -2.7320 2.3070 0.065 0.128 -0.019 -0.553
C -2.0027 -2.0951 3.2700 0.075 -0.207 0.029 0.968
O -2.2884 -2.5964 4.4926 0.136 0.083 -0.050 -0.476
C -2.2451 -1.5040 5.4241 -0.563 -0.294 0.271 -0.134
C -2.6709 -0.3668 4.5244 0.523 0.306 0.335 0.445
F -2.1852 0.8362 4.9472 0.157 -0.090 -0.205 -0.339
O -2.0576 -0.7291 3.3010 -0.261 0.152 -0.117 -0.511
H -2.9371 -1.6688 6.2462 -0.063 -0.213 -0.124 0.216
H -1.2365 -1.4204 5.8249 0.045 0.369 -0.121 0.216
H -3.7460 -0.2513 4.3909 -0.044 -0.064 -0.045 0.169
O 3.0624 -2.9802 -6.3646 0.316 -0.167 0.044 -0.541
C 2.4751 -2.0766 -5.8884 -0.278 -0.065 -0.237 0.968
O 2.9472 -1.1912 -4.9870 0.359 -0.277 0.178 -0.480
C 1.8853 -0.3836 -4.5517 -0.880 1.444 -0.252 -0.134
C 0.8759 -0.4995 -5.6884 0.414 -0.650 -0.132 0.429
F 1.1659 0.4057 -6.6835 0.100 0.196 0.079 -0.352
O 1.1737 -1.7803 -6.1885 -0.380 0.294 0.020 -0.492
H 1.4885 -0.6698 -3.5800 0.010 -0.364 -0.037 0.209
H 2.1616 0.6697 -4.4943 0.403 -0.181 0.026 0.203
H -0.1786 -0.3775 -5.4703 -0.021 -0.264 0.260 0.185
O -1.1410 0.1956 -3.0561 0.161 0.272 -0.370 -0.592
C -0.7166 0.3553 -1.9597 -0.347 -0.572 0.242 0.987
O 0.1152 -0.5087 -1.3456 0.134 0.065 -0.150 -0.481
C 0.2120 -0.1568 0.0205 0.146 -0.059 0.987 -0.143
C -0.3722 1.2429 0.0792 0.259 -0.026 -0.135 0.443
F 0.6446 2.1823 0.0693 -0.170 -0.016 0.113 -0.362
O -1.0898 1.3472 -1.1171 0.107 0.163 0.104 -0.471
H -0.3397 -0.8620 0.6400 -0.370 -0.063 -0.160 0.222
H 1.2333 -0.1811 0.4015 0.145 0.139 -0.491 0.214
H -1.0060 1.4629 0.9309 -0.144 0.031 -0.061 0.184
O -4.1171 2.1389 1.2227 0.044 -0.170 -0.226 -0.544
C -3.5727 2.7912 2.0399 -0.220 0.264 0.324 0.969
O -2.4701 3.5486 1.8537 0.043 -0.240 -0.153 -0.485
C -2.0129 4.0135 3.1082 0.269 0.720 0.674 -0.134
C -3.2111 3.8149 4.0374 0.797 -0.541 -0.258 0.435
F -3.8836 4.9872 4.1969 -0.225 -0.011 0.021 -0.335
O -3.9901 2.8858 3.3438 -0.105 0.054 -0.082 -0.495
H -1.1115 3.4863 3.4255 -0.207 -0.330 -0.026 0.200
H -1.7578 5.0730 3.0822 -0.147 -0.013 -0.341 0.217
H -2.9522 3.4001 5.0078 -0.174 0.143 0.125 0.173
```
Forces are in eV/Å.

Properties
**ΔE to the lowest compared entry with this formula, charge and spin**: 39.5 kJ/mol
**SMILES**: O=C1OC[C@@H](F)O1.O=C1OC[C@@H](F)O1.O=C1OC[C@@H](F)O1.O=C1OC[C@@H](F)O1.O=C1OC[C@@H](F)O1.O=C1OC[C@@H](F)O1.O=C1OC[C@@H](F)O1
**HOMO**: -11.107 eV
**Maximum force**: 1.71 eV Å⁻¹
**2S+1**: 1
**E**: -3092.0430 a.u.
**M**: 742.4 u
**Frontier orbital gap**: 10.83 eV

***

A 11-piece molecular cluster, C38H67BNO22S5 overall at a distorted geometry, computed with ωB97M-V/def2-TZVPD.

```
134
Properties=species:S:1:pos:R:3:forces:R:3:mulliken_charge:R:1
O -25.6994 -5.1607 -9.1644 0.098 0.107 0.171 -0.769
C -24.6853 -5.4404 -8.5857 -0.451 -0.106 -0.464 0.321
O -23.5380 -4.8069 -8.6539 0.297 0.144 0.116 -0.378
B -22.5249 -5.5346 -7.8520 0.295 0.261 0.210 1.040
O -23.2329 -6.6817 -7.2922 -0.556 -0.155 0.206 -0.919
C -24.4946 -6.6780 -7.6933 0.506 0.142 -0.037 0.425
O -25.3208 -7.5067 -7.4460 -0.179 0.012 0.154 -0.195
O -21.9649 -4.6561 -6.7806 -0.077 -0.291 -0.562 0.138
C -20.6596 -4.5822 -6.9572 0.415 -0.316 -0.344 0.724
O -19.8611 -3.9713 -6.3105 -0.093 0.300 0.302 -0.642
C -20.2763 -5.4577 -8.1907 -0.193 0.255 0.553 0.355
O -21.3844 -5.9902 -8.6519 -0.493 0.096 -0.238 -1.091
O -19.1746 -5.6138 -8.6131 0.475 -0.166 -0.077 -0.505
C -28.1816 -6.9772 -2.9623 0.595 0.064 0.292 -1.196
C -26.7291 -6.9000 -3.4053 -0.564 0.652 0.701 0.441
O -26.0568 -5.9682 -3.0235 0.210 -0.236 -0.335 -0.540
C -26.2025 -7.9651 -4.3146 0.137 0.250 0.219 -0.158
H -28.4724 -8.0167 -2.8130 -0.399 0.086 -0.300 0.348
H -28.7718 -6.4266 -3.6965 -0.241 -0.424 -0.140 0.265
H -28.2786 -6.4334 -2.0245 0.034 -0.034 0.030 0.379
H -26.9742 -8.2931 -5.0103 0.132 0.097 -0.194 -0.050
H -25.9291 -8.8372 -3.7156 0.105 0.022 0.034 0.480
H -25.3228 -7.5322 -4.7884 -0.026 -0.425 -0.273 -0.014
C -26.4057 -7.2325 -12.2032 0.660 -0.306 -1.125 -0.538
C -27.3933 -6.1546 -12.5567 -0.513 -0.024 0.701 0.804
O -27.5528 -5.7855 -13.6936 0.129 -0.005 -0.358 -0.607
C -28.1623 -5.5283 -11.4261 -0.146 -0.035 0.211 -0.628
H -26.7170 -8.0346 -11.5385 -0.365 0.295 0.299 0.218
H -25.4974 -6.7655 -11.8128 -0.099 0.034 0.222 -0.097
H -26.1313 -7.6790 -13.1639 0.111 -0.093 0.153 0.358
H -28.6026 -4.5901 -11.7582 0.161 0.090 0.103 0.339
H -27.5148 -5.4222 -10.5549 -0.058 0.253 -0.037 -0.057
H -28.9887 -6.1726 -11.1116 0.087 -0.210 -0.137 0.321
C -28.3119 -7.7390 -7.9875 -0.467 0.434 -0.226 0.016
C -28.4657 -9.1680 -8.4490 0.431 0.121 -0.528 1.007
O -28.2018 -9.4885 -9.5875 0.049 0.017 -0.014 -0.564
C -29.0253 -10.1684 -7.4886 -0.798 0.041 0.721 -1.380
H -27.7690 -7.6374 -7.0514 -0.087 -0.090 0.055 -0.249
H -29.3050 -7.2833 -7.8918 -0.088 -0.283 0.362 0.569
H -27.8386 -7.1112 -8.7369 0.407 -0.311 -0.100 -0.331
H -29.2069 -11.1485 -7.9199 0.270 0.054 -0.246 0.348
H -29.9997 -9.7780 -7.1671 0.032 -0.040 0.040 0.422
H -28.4557 -10.2726 -6.5629 0.235 0.109 -0.121 0.236
C -19.4387 -2.7957 -9.9535 0.289 0.008 -0.163 -0.296
C -20.4898 -1.7471 -10.1902 0.303 0.471 0.362 0.555
O -20.6227 -1.1909 -11.2567 -0.166 -0.120 -0.144 -0.645
C -21.3628 -1.3591 -9.0088 0.113 -0.228 0.040 -0.623
H -19.7174 -3.6723 -10.5425 0.009 -0.212 0.291 0.180
H -19.2703 -2.9985 -8.8994 -0.350 -0.315 -0.024 -0.368
H -18.4498 -2.5055 -10.3118 -0.213 0.333 -0.292 0.547
H -20.8310 -1.5033 -8.0668 0.075 0.173 -0.025 0.305
H -22.2416 -2.0079 -8.9424 -0.032 -0.011 -0.235 -0.068
H -21.6809 -0.3265 -9.1342 -0.097 -0.021 0.060 0.477
C -16.5415 -3.7658 -6.3012 -0.130 -0.356 0.221 -0.157
C -16.6572 -2.7472 -7.3412 0.093 -0.420 0.442 0.307
N -16.7455 -1.9465 -8.1556 -0.021 0.253 -0.214 -0.523
H -17.4855 -4.3007 -6.1885 -0.072 0.159 -0.177 -0.171
H -16.3061 -3.3255 -5.3326 0.064 0.196 -0.106 0.307
H -15.7841 -4.5151 -6.5281 0.072 0.132 -0.163 0.305
C -24.9069 -10.5290 -8.0997 -1.111 -0.064 -0.073 0.133
C -24.8030 -10.4316 -6.5628 0.358 -1.227 -0.072 -0.436
C -23.4362 -9.7984 -6.2922 -0.233 -0.048 -0.601 0.375
S -22.2768 -10.6583 -7.4269 -0.900 0.653 0.972 0.963
O -21.8324 -11.8926 -6.8018 -0.361 0.475 -0.502 -0.720
O -21.2919 -9.7335 -7.9293 0.060 -0.104 -0.137 -0.439
C -23.5735 -11.0004 -8.6590 0.640 -0.097 -0.353 -1.039
H -25.3107 -9.6072 -8.5230 0.740 0.178 -0.069 -0.314
H -25.6461 -11.2603 -8.4412 -0.107 -0.087 0.460 0.598
H -24.8986 -11.4739 -6.2384 0.366 0.121 0.520 0.520
H -25.5783 -9.8744 -6.0414 -0.106 0.157 -0.463 -0.209
H -23.0462 -9.7708 -5.2787 -0.002 -0.379 0.041 0.580
H -23.5830 -8.7711 -6.6317 0.696 -0.147 -0.048 -0.625
H -23.4975 -12.0776 -8.8118 -0.286 -0.034 0.159 0.409
H -23.3498 -10.5412 -9.6208 0.328 0.200 0.191 0.440
C -17.1428 -8.3793 -8.9624 0.644 1.005 -0.327 -0.672
C -18.2650 -8.7044 -7.9752 -0.810 -0.364 0.047 -0.225
C -17.8507 -8.1108 -6.6366 0.279 1.223 -0.321 0.072
S -16.0203 -8.2599 -6.5428 -0.702 0.119 0.422 1.033
O -15.6562 -9.3988 -5.7309 -0.060 0.134 -0.052 -0.697
O -15.4256 -6.9758 -6.2057 -0.258 -0.450 -0.493 -0.609
C -15.8223 -8.7156 -8.2703 -0.310 -1.724 0.112 -0.773
H -17.1437 -7.3117 -9.2030 -0.359 0.038 0.146 0.136
H -17.2452 -8.8774 -9.9253 0.032 -0.275 0.136 0.486
H -18.5910 -9.7422 -7.8726 0.728 -0.227 -0.249 0.383
H -19.1824 -8.2356 -8.3325 0.065 0.215 0.152 -0.149
H -18.3117 -8.4149 -5.7010 0.097 -0.630 -0.144 0.572
H -18.1122 -7.0532 -6.7545 0.626 0.168 0.304 -0.393
H -15.8520 -9.8125 -8.2705 0.271 0.005 0.560 0.320
H -14.8166 -8.5043 -8.6253 -0.282 0.847 -0.288 0.490
C -23.4848 -1.7671 -6.1870 0.004 0.216 0.395 1.059
C -24.8915 -2.3391 -6.1084 -1.151 0.069 -0.079 -1.091
C -24.8834 -3.5427 -5.1662 -0.018 0.508 0.215 -0.039
S -23.7311 -2.9976 -3.8446 0.635 -1.296 -0.356 1.178
O -22.7306 -4.0292 -3.6207 -0.619 0.449 0.282 -0.460
O -24.4956 -2.4380 -2.7474 0.287 -0.209 -0.413 -0.752
C -22.9493 -1.6524 -4.7577 -0.996 0.002 0.147 -1.074
H -23.4907 -0.7809 -6.6498 0.152 -0.113 -0.234 0.550
H -22.8334 -2.4579 -6.7157 -0.067 0.124 -0.255 -0.999
H -25.3490 -2.5405 -7.0811 0.476 -0.445 -0.118 0.334
H -25.6282 -1.6303 -5.7099 0.460 0.304 0.284 0.408
H -24.5531 -4.4670 -5.6350 0.400 0.039 0.206 -0.411
H -25.8450 -3.7090 -4.6864 0.042 -0.051 0.066 0.577
H -21.8679 -1.7160 -4.7072 0.004 -0.049 0.283 0.352
H -23.3820 -0.8145 -4.2078 0.433 0.386 -0.305 0.427
C -18.6236 -4.5006 -3.0899 0.399 0.016 -0.658 0.095
C -19.7129 -4.5301 -1.9998 0.344 -0.148 -0.049 -0.470
C -18.9712 -4.2582 -0.7139 0.624 0.382 0.687 -0.901
S -17.3693 -5.1313 -0.8196 -1.392 -0.822 0.594 1.153
O -17.5639 -6.4656 -0.2576 0.347 0.868 -0.506 -0.664
O -16.3327 -4.2807 -0.2952 0.252 -0.004 -0.165 -0.678
C -17.3439 -5.2282 -2.6170 -0.412 0.043 -0.086 -0.642
H -18.3459 -3.4801 -3.3652 -0.208 0.170 0.351 0.333
H -18.9223 -4.9322 -4.0458 -0.319 -0.109 0.164 -0.262
H -20.2142 -5.4947 -1.9127 0.121 -0.108 -0.289 0.284
H -20.4946 -3.7962 -2.1829 0.036 0.018 -0.087 0.156
H -19.4536 -4.5737 0.2100 -0.028 -0.259 -0.115 0.492
H -18.7103 -3.2068 -0.5712 0.021 0.017 -0.256 0.385
H -17.3813 -6.2704 -2.9263 0.168 -0.106 0.316 0.332
H -16.4248 -4.7737 -2.9775 0.007 0.015 0.032 0.385
C -23.7183 -2.8939 -12.5245 -0.955 0.122 0.368 -0.806
C -23.0472 -4.2066 -12.1096 1.255 0.468 -1.003 0.992
C -22.6384 -4.8817 -13.4196 -0.471 -0.915 0.015 -0.939
S -22.0383 -3.6089 -14.5238 -0.581 0.378 0.682 1.122
O -22.6801 -3.8279 -15.8077 0.651 0.338 0.226 -0.681
O -20.5959 -3.4957 -14.3784 -0.891 0.037 -0.408 -0.643
C -22.8827 -2.2204 -13.6071 1.405 -0.143 0.045 -0.629
H -23.8028 -2.2873 -11.6200 0.074 0.320 -0.223 0.304
H -24.7453 -3.0418 -12.8691 0.058 -0.238 -0.092 0.437
H -23.6066 -4.8504 -11.4395 -0.190 0.099 -0.031 -0.332
H -22.1106 -3.9028 -11.6295 -0.080 -0.241 0.361 -0.469
H -23.4961 -5.3326 -13.9238 -0.123 0.219 -0.028 0.379
H -21.8986 -5.6797 -13.3542 0.238 0.263 0.194 0.540
H -23.3414 -1.5170 -14.2970 -0.491 -0.457 -0.143 0.481
H -22.0683 -1.6490 -13.1540 0.142 -0.267 0.085 0.198
```
Forces are in eV/Å.

Properties
**HOMO**: -7.841 eV
**Maximum force**: 1.76 eV Å⁻¹
**2S+1**: 1
**E**: -5214.2525 a.u.
**M**: 1061.1 u
**Frontier orbital gap**: 9.47 eV
**Charge**: -1

***

A 2-piece molecular cluster, C5H12N2O overall at a distorted geometry, computed with ωB97M-V/def2-TZVPD.

```
20
Properties=species:S:1:pos:R:3:forces:R:3:nbo_charge:R:1
C 0.7815 0.0398 1.0117 -0.387 0.103 -0.039 0.023
C -0.9518 -2.1712 -0.4146 -0.049 -0.268 0.413 -0.435
C 0.0939 1.0445 1.8862 -0.094 -0.045 0.044 -0.658
N -1.1527 -0.8373 0.1287 0.174 0.681 -1.067 -0.848
C 1.1590 0.2150 -0.3118 -0.162 -0.059 -0.347 0.062
N -0.2897 2.0360 -1.1318 -0.255 -0.263 0.058 -0.759
C 0.3596 0.8500 -1.2645 0.576 0.263 0.451 0.163
O 2.0502 -0.7474 -0.8217 0.010 0.060 -0.107 -0.708
H 2.7613 -0.2880 -1.2811 -0.090 -0.066 0.126 0.475
H -2.1632 -0.7442 0.2906 0.162 -0.264 0.674 0.314
H 1.3485 -0.7252 1.5334 -0.113 -0.062 -0.052 0.220
H -0.5101 2.3534 -0.2015 0.071 -0.024 -0.055 0.392
H -1.0123 2.2324 -1.8080 0.097 -0.050 0.052 0.390
H 0.4605 0.5135 -2.2901 -0.034 -0.092 0.008 0.205
H -1.2622 -2.9660 0.2841 0.064 -0.067 -0.114 0.155
H 0.1037 -2.3431 -0.6389 0.020 0.104 -0.013 0.186
H -1.5095 -2.3533 -1.3495 -0.010 0.141 0.124 0.167
H -0.1955 0.5832 2.8311 0.023 0.011 -0.080 0.230
H 0.7513 1.8922 2.1200 -0.028 -0.097 -0.092 0.214
H -0.8224 1.4158 1.4277 0.026 -0.004 0.016 0.211
```
Forces are in eV/Å.

Properties
**ΔE to the lowest compared entry with this formula, charge and spin**: 534.7 kJ/mol
**HOMO (spin up / spin down)**: -6.796 / -6.790 eV
**Maximum force**: 1.28 eV Å⁻¹
**2S+1**: 1
**E**: -382.2989 a.u.
**M**: 116.2 u
**Frontier orbital gap (spin up / spin down)**: 7.05 / 7.05 eV